An isolated ion of composition C4H13N3 and charge +1, computed with ωB97M-V/def2-TZVPD.

Last column: Löwdin spin population.
Cartesian coordinates (Å):
C 0.6035 -0.2429 -0.8085  0.0661
C -0.3294 -1.4400 -0.4636  0.0470
C -0.0749 -2.0241 0.9312  0.0060
N 1.3118 -2.2194 1.3130  0.0016
N 0.1708 0.9679 -0.1613  0.5807
C -0.7362 1.8338 -0.7950  0.1132
N -0.9632 3.0713 -0.0874  0.0390
H 1.6210 -0.4516 -0.5216  0.0019
H 0.6267 -0.1278 -1.8868  0.0220
H -1.3539 -1.0815 -0.5285  0.0001
H -0.1365 -2.2005 -1.2366  0.0011
H -0.5599 -1.3188 1.6246  0.0020
H -0.6272 -2.9576 1.0420  0.0012
H 2.0058 -1.8177 0.6976  0.0002
H 1.4778 -3.1234 1.7129  0.0000
H 0.9390 1.4091 0.3650  0.0153
H -1.6823 1.2784 -0.9145  0.0411
H -0.4011 2.0902 -1.8169  0.0581
H -0.9359 2.9438 0.9190  0.0033
H -1.8979 3.3878 -0.3224  0.0001

The spin multiplicity is 2. Its charge is +1. For the LUMO energy (alpha / beta), the calculation gives -2.92 / -8.03 eV. For the energy above the lowest of the compared OMol25 structures with the same formula, charge and spin, the calculation gives 0.8785 eV. The highest occupied orbital energy (alpha / beta) comes out at -12.5680 / -12.5563 eV. For the electronic energy, the calculation gives -324.1336 hartree.